1.
Density functional theory data (the ωB97M-V functional and the def2-TZVPD basis) for a structure of composition C13H22CrN4O2S.

2S+1: 5
Total charge: +2
<S²>: 6.02
Electronic energy (eV): -63136.7347
Highest occupied orbital energy (spin up / spin down) (eV): -15.18 / -15.19
Gap between HOMO and LUMO (spin up / spin down) (eV): 8.01 / 8.33
LUMO (spin up / spin down) (eV): -7.2 / -6.9

Last column: Löwdin spin population.
Cartesian coordinates (Å):
Cr -0.88801 0.65774 0.09429  3.83
C -1.87089 3.39538 -0.11813  0.01
C -0.67668 3.54997 0.81535  0.00
N -0.31617 2.23687 1.41863  0.01
C 1.14357 2.05269 1.63851  0.01
C 1.97713 2.10674 0.35521  0.01
S 1.28848 1.22328 -1.09805  0.04
C 0.56554 2.58528 -2.09694  0.01
C -0.94170 2.46603 -2.28694  0.01
N -1.71590 2.22730 -1.03673  0.01
H -2.02685 4.32158 -0.67496  0.00
H -2.77100 3.21812 0.47192  0.00
H -0.91354 4.28872 1.58069  0.00
H 0.18512 3.92993 0.27423  0.00
H -0.76080 2.17261 2.33090  0.01
H 1.27333 1.08398 2.12066  0.00
H 1.52962 2.81331 2.32137  0.00
H 2.94015 1.63863 0.55331  0.00
H 2.19359 3.12451 0.03613  0.00
H 1.04016 2.53542 -3.07508  0.00
H 0.86142 3.53162 -1.65150  0.00
H -1.14803 1.62241 -2.94645  0.00
H -1.29973 3.36636 -2.79258  0.00
H -2.65766 1.99623 -1.34753  0.00
O 1.51746 -2.58063 -2.09330  0.00
C 0.96075 -3.86899 -1.87186  0.00
N 1.52306 -4.56523 -0.74341  0.00
C 1.12652 -4.49584 0.55823  0.00
O 1.53681 -5.23327 1.42198  0.00
C 0.11839 -3.43699 0.94439  0.00
C -0.93646 -3.79687 1.78234  0.01
C -1.80571 -2.82205 2.24778  0.00
C -1.55076 -1.51257 1.90139  0.02
N -0.54645 -1.15097 1.08089  0.00
C 0.27672 -2.10663 0.60627  0.01
H 2.37130 -2.67451 -2.52812  0.00
H 1.08672 -4.49768 -2.75037  0.00
H -0.10345 -3.71497 -1.70901  0.00
H 2.21392 -5.28202 -0.91656  0.00
H -1.05465 -4.83493 2.06906  0.00
H -2.63737 -3.06450 2.89347  0.00
H -2.17447 -0.71160 2.28578  0.01
H 1.06652 -1.79449 -0.06528  0.00

=====

2.
Density functional theory data (the ωB97M-V functional and the def2-TZVPD basis) for a cluster of 5 separate species, C13H22F3NO23S6 in total in a non-equilibrium geometry.

ΔE to the lowest compared entry with this formula, charge and spin (eV): 0.0000
Total charge: 0
Structure (SMILES): O=NO[C@@H]1CC[C@@H](S(=O)(=O)C(F)(F)F)S(=O)(=O)O1.O=S1(=O)OCCO1.O=S1(=O)OCCO1.O=S1(=O)OCCO1.O=S1(=O)OCCO1
Electronic energy (eV): -135575.3786
Highest occupied orbital energy (eV): -10.76
Gap between HOMO and LUMO (eV): 10.66
LUMO (eV): -0.1

Last column: Mulliken charge in e.
Cartesian coordinates (Å):
O -2.61345 -2.57188 0.49092  -0.35
N -2.58277 -1.56862 -0.09547  0.18
O -2.85955 -0.50669 0.78833  -0.16
C -2.76018 0.76981 0.15543  -0.04
C -3.27139 1.79945 1.14777  -0.66
C -4.81337 1.90691 1.26046  -1.11
C -5.58863 0.80152 0.50849  -0.21
S -7.34946 1.25164 0.55281  1.24
O -7.56022 1.81995 1.83608  -0.65
O -7.75816 2.13905 -0.46463  -0.60
C -8.35105 -0.32844 0.56019  0.77
F -9.49282 -0.03831 1.08816  -0.19
F -8.46202 -0.82538 -0.61937  -0.20
F -7.73981 -1.18597 1.35789  -0.24
S -4.93948 0.53192 -1.15806  1.45
O -5.51918 1.38569 -2.10807  -0.66
O -5.13319 -0.83010 -1.48783  -0.64
O -3.35545 0.83553 -1.12628  -0.47
H -1.70468 0.99450 0.00615  0.58
H -2.91178 1.46213 2.10962  0.14
H -2.80481 2.76608 1.00113  0.50
H -5.13117 2.86860 0.86218  0.37
H -5.07001 1.81232 2.30320  0.53
H -5.46688 -0.13008 1.06162  0.48
O -3.54727 2.86566 3.65947  -0.39
S -2.57603 3.21744 4.63600  1.04
O -1.31852 3.75025 4.27761  -0.59
O -2.36144 1.95306 5.59817  -0.30
C -2.63852 2.31778 6.95656  -0.33
C -3.66492 3.42538 6.85490  -0.35
O -3.25540 4.18960 5.71366  -0.32
H -1.71158 2.67234 7.41150  0.29
H -3.00794 1.45886 7.51062  0.31
H -3.69425 4.05214 7.74179  0.32
H -4.66282 3.02718 6.65799  0.27
O 3.52215 0.06026 0.81510  -0.56
S 2.17513 -0.32413 1.02485  1.09
O 1.16401 0.60901 1.36497  -0.47
O 2.15405 -1.52331 2.09122  -0.33
C 1.52096 -2.67739 1.52021  -0.26
C 1.78778 -2.56558 0.03696  -0.05
O 1.67788 -1.16311 -0.24847  -0.29
H 0.45158 -2.62536 1.73830  0.22
H 1.93240 -3.58752 1.94838  0.33
H 1.07694 -3.13299 -0.55768  0.35
H 2.80355 -2.88390 -0.20888  0.00
O 7.27203 -5.04119 -1.33038  -0.56
S 6.25233 -4.08718 -1.09533  1.08
O 4.94584 -4.46471 -0.68472  -0.52
O 6.13658 -3.14161 -2.38228  -0.26
C 6.34398 -1.76613 -2.00648  -0.12
C 7.25467 -1.83574 -0.80243  -0.33
O 6.80079 -2.98452 -0.06958  -0.32
H 5.37610 -1.33177 -1.74676  0.09
H 6.77800 -1.20414 -2.83703  0.39
H 7.19751 -0.94398 -0.18442  0.33
H 8.29237 -2.00992 -1.09628  0.31
O 4.40973 1.45763 -4.95473  -0.54
S 5.46347 0.53960 -5.15802  1.06
O 6.27313 0.07512 -4.08612  -0.54
O 6.41129 1.10364 -6.32213  -0.31
C 6.49853 0.15007 -7.38861  -0.32
C 5.18487 -0.59998 -7.34305  -0.35
O 4.90017 -0.73751 -5.94490  -0.29
H 7.34259 -0.51285 -7.18714  0.28
H 6.65544 0.65739 -8.33682  0.31
H 5.24378 -1.57569 -7.81724  0.32
H 4.37860 -0.02187 -7.79950  0.29

=====

3.
Density functional theory data (the ωB97M-V functional and the def2-TZVPD basis) for a structure of composition C13H22FIN2O4PV in a non-equilibrium geometry.

Total charge: 0
Electronic energy (eV): -70793.4827
Highest occupied orbital energy (eV): -7.76
Gap between HOMO and LUMO (eV): 3.00
LUMO (eV): -4.8

Last column: Mulliken charge in e.
Cartesian coordinates (Å):
C -0.31163 -3.99709 0.39371  -0.90
N 0.29924 -2.66791 0.20480  0.26
C 0.37205 -1.89567 1.39004  -0.69
P -0.87623 -0.33613 1.36116  1.16
F -2.10358 -1.52974 1.18091  -0.58
C -2.27823 0.88398 1.72744  -1.24
C -3.38822 0.97217 0.60390  -0.17
C -4.86007 0.70937 1.17934  -0.95
I -3.43185 3.04704 -0.14033  0.02
O 0.36398 0.78318 1.78728  -0.52
C 0.67395 1.69922 0.73647  0.48
C 2.10813 2.30933 0.74129  -1.44
C 0.02819 1.12135 -0.59573  0.71
C 0.88903 1.02289 -1.90660  0.11
C 1.48225 2.25326 -2.42441  -0.37
C 2.22302 2.03127 -3.68123  -0.65
C 2.23075 0.67683 -4.19223  -0.19
N 1.69097 -0.44810 -3.68391  -0.57
C 0.99886 -0.28174 -2.52687  -0.36
O -0.72411 -0.05244 -0.30119  -0.52
H -0.83367 -4.12192 1.37174  0.33
H 0.41767 -4.83886 0.27771  0.30
H -1.08959 -4.14932 -0.40826  0.30
H 1.28902 -2.80048 -0.11877  0.24
H 0.19017 -2.52134 2.29687  0.51
H 1.41565 -1.47123 1.48798  0.14
H -0.92989 -0.61576 2.78755  0.09
H -2.79883 0.55664 2.66843  0.54
H -1.90654 1.92286 1.92043  0.39
H -3.25649 0.24846 -0.23327  0.43
H -5.41559 1.67891 1.21123  0.35
H -4.83984 0.32436 2.23055  0.29
H -5.45348 0.02831 0.51843  0.27
H 0.00860 2.58514 0.97956  0.13
H 2.35311 2.55983 1.81301  0.43
H 2.14594 3.29208 0.19904  0.34
H 2.89503 1.59354 0.39967  0.29
H -0.74138 1.88382 -0.88688  -0.08
H 1.39362 3.24170 -1.93465  0.45
H 2.72815 2.87058 -4.20972  0.34
H 2.77394 0.54508 -5.16449  0.33
H 0.50184 -1.16559 -2.07324  0.46
O 3.42616 -3.02035 -0.21092  -1.05
V 4.60757 -2.65421 0.99874  1.46
O 5.73232 -2.27333 2.22541  -0.87

=====

4.
Density functional theory data (the ωB97M-V functional and the def2-TZVPD basis) for a cluster of 2 separate species, C13H22IN2O5 in total in a non-equilibrium geometry.

2S+1: 2
Total charge: -2
<S²>: 0.76
Electronic energy (eV): -35153.7887
Highest occupied orbital energy (eV): -0.42
Gap between HOMO and LUMO (eV): 5.03
LUMO (eV): 4.6

Last column: Löwdin spin population.
Cartesian coordinates (Å):
C -0.34087 2.60297 -2.01793  0.00
C -0.33673 1.91965 -0.63912  0.00
C -0.35526 3.04964 0.40017  0.00
C 0.99959 1.13058 -0.45204  0.00
C 0.87877 -0.39648 -0.50089  0.00
I 2.75593 -1.13537 -1.42915  0.00
C 0.71634 -1.10878 0.86168  0.00
C 0.35188 -0.15469 1.99775  0.00
C 0.10171 -0.93866 3.27148  0.00
N -1.28491 -1.37756 3.45034  0.00
O 0.94279 -1.20975 4.10417  0.00
C -0.22505 -0.78006 -1.48032  0.00
C -1.62163 -0.10936 -1.20520  0.00
C -2.47501 -1.11841 -0.41864  0.00
C -2.33182 0.04656 -2.57196  0.00
N -1.58044 1.15722 -0.47303  0.00
O -1.99044 1.04379 0.87381  0.00
H 0.47090 3.33212 -2.06147  0.00
H -1.27587 3.15816 -2.09464  0.00
H -0.26004 1.89575 -2.84052  0.00
H -0.22037 2.64913 1.39956  0.00
H 0.49862 3.70737 0.19592  0.00
H -1.28915 3.60300 0.35123  0.00
H 1.51041 1.47714 0.44133  0.00
H 1.65876 1.41633 -1.27104  0.00
H 1.59108 -1.69220 1.14289  0.00
H -0.10984 -1.81055 0.74053  0.00
H -0.57224 0.38191 1.74954  0.00
H 1.14026 0.56666 2.20138  0.00
H -1.85973 -0.60677 3.11591  0.00
H -1.44240 -2.09117 2.74129  0.00
H 0.10664 -0.58893 -2.50014  0.00
H -0.37433 -1.85941 -1.41711  0.00
H -2.51608 -2.04303 -1.00944  0.00
H -2.02552 -1.36264 0.53674  0.00
H -3.48531 -0.74721 -0.28439  0.00
H -2.00161 -0.73724 -3.25979  0.00
H -2.13039 1.01234 -3.02663  0.00
H -3.40855 -0.06357 -2.44199  0.00
C 5.41269 -3.09862 0.94472  -0.02
O 4.62436 -4.02889 0.71191  0.12
O 6.69246 -3.17467 0.85448  0.41
O 5.06039 -1.91629 1.30862  0.49